Entry 1:
Below is C9H19CsNO as an isolated structure, with properties calculated with ωB97M-V with the def2-TZVPD basis set.

CARTESIAN COORDINATES (ANGSTROEM)
1 H 0.4976 -1.7287 -2.3967
2 C 2.0121 1.7208 -0.1840
3 C 0.6672 1.1257 0.2534
4 H -1.6900 -1.0788 1.2676
5 H 1.0143 -2.7223 -1.0576
6 H -0.5328 -2.4128 1.3093
7 C -0.4116 -1.1631 -0.5280
8 H -0.5170 0.8793 2.0616
9 H 2.4492 -0.9010 0.3661
10 H 0.4228 2.3896 2.0574
11 O 1.5784 -1.0362 0.7649
12 H -2.4148 1.5763 -1.2651
13 C -1.4442 -0.3215 -1.2944
14 H -1.1743 -0.2162 -2.3484
15 H 2.8326 1.3807 0.4649
16 H -0.0870 2.1064 -1.5420
17 H -0.6449 -2.9183 -1.7121
18 H -2.1001 0.8398 0.3601
19 H 1.2228 0.8432 2.3110
20 H -1.9971 -2.4658 0.3356
21 C 0.1518 -2.2082 -1.4834
22 H -2.4290 -0.8031 -1.3483
23 N 0.7026 -0.3097 -0.0812
24 C 0.4233 1.3435 1.7582
25 C -1.7148 1.0141 -0.6470
26 C -1.1742 -1.8223 0.6517
27 H -0.6990 2.7607 -0.0419
28 C -0.4289 1.8270 -0.5438
29 Cs 1.1523 -1.9977 3.7321
30 H 2.3190 1.4975 -1.2020
31 H 2.0136 2.8014 -0.0181

Force components x, y, z for each atom (eV/Å):
-0.10 0.04 -0.07
0.63 0.28 1.16
0.10 -0.05 -0.05
0.28 0.19 0.02
-0.19 -0.18 0.10
0.12 -0.09 -0.17
-0.53 -0.04 0.38
-0.13 0.14 -0.04
-0.14 -0.17 -0.06
-0.03 0.05 -0.15
0.20 0.04 0.36
-0.28 -0.05 0.33
-0.60 0.11 -0.30
0.38 0.24 0.12
-0.13 -0.16 -0.03
0.11 -0.19 -0.03
0.21 -0.12 -0.15
-0.37 0.24 -0.10
0.06 0.12 0.08
0.29 -0.17 -0.34
-0.01 -0.13 0.25
0.39 -0.57 0.17
-0.27 0.26 -1.02
0.30 -0.45 0.03
0.85 0.21 -0.20
-0.20 0.17 0.30
0.39 0.06 0.01
-0.75 0.12 -0.01
-0.01 0.11 -0.21
-0.44 -0.03 -0.16
-0.14 0.02 -0.25

## Properties
Gap between HOMO and LUMO   0.288 Eh
Lowest unoccupied orbital energy   -0.129 hartree
HOMO level   -11.3 eV
Energy relative to the best compared isomer or geometry (same formula, charge and spin)   51.4 kJ/mol
Total charge   +1

***

Entry 2:
Below is a 2-piece molecular cluster, C9H19F3N6O3S overall, with properties calculated with ωB97M-V with the def2-TZVPD basis set.

CARTESIAN COORDINATES (ANGSTROEM)
1 H 4.0013 1.5665 1.0629
2 H -2.8450 -1.2649 3.3245
3 H 3.0724 2.3675 2.2826
4 C 2.4084 0.4741 1.8391
5 C 1.6275 -1.6284 2.2155
6 H 0.8634 -1.7999 -0.2519
7 H -1.5383 2.3505 2.6309
8 H -0.3328 -0.8287 2.2828
9 H -2.3143 -0.2751 -1.0781
10 H -0.8217 -1.8043 0.2339
11 F -0.3227 -0.3178 -6.7774
12 H -1.6886 1.2443 -1.6573
13 H 1.3762 -1.7952 3.2611
14 H 0.5531 0.7327 -0.8334
15 H -3.3331 -0.1869 1.2380
16 H -1.2386 1.8204 0.8428
17 H -1.8740 1.8655 4.1945
18 H 0.8646 1.2527 0.9182
19 H -0.0820 -0.5072 -1.8235
20 C -1.6169 0.5321 -0.8350
21 C 0.0659 -1.1761 0.1625
22 S 0.6761 -0.2043 -4.3366
23 N 1.1171 0.5588 1.6128
24 F 1.6539 -1.1799 -6.5895
25 N 3.2412 1.5522 1.7210
26 O 1.2685 1.0683 -4.6738
27 N -2.4423 0.2384 1.4627
28 N -2.6339 -0.3626 3.7433
29 N 2.8277 -0.7588 2.2013
30 H 3.6278 -1.0544 1.6499
31 C -0.2118 -0.0553 -0.8456
32 O -0.6920 -0.1408 -3.8470
33 C 0.4945 -0.7810 1.5808
34 N -2.1548 1.8209 3.2249
35 F -0.0700 -2.2499 -5.8355
36 C 0.4742 -1.0299 -5.9699
37 H -2.8743 1.9268 0.2265
38 O 1.5297 -1.1141 -3.5917
39 C -2.4101 0.5091 2.8423
40 C -2.0650 1.2228 0.4447
41 H 1.8187 -2.5881 1.7467

Force components x, y, z for each atom (eV/Å):
0.18 -0.17 0.25
-0.01 0.03 0.02
-0.20 0.14 -0.28
0.45 0.30 -0.09
0.11 0.11 0.37
0.00 0.03 -0.09
-0.16 0.08 -0.05
-0.15 0.31 -0.18
-0.09 0.07 0.01
0.02 -0.05 0.06
0.02 -0.01 0.02
0.04 -0.05 -0.08
0.12 -0.16 0.03
-0.01 0.01 0.01
0.21 -0.28 -0.11
-0.01 0.03 -0.12
-0.13 0.02 0.01
-0.33 0.12 0.35
0.01 0.05 -0.08
0.03 0.10 -0.07
0.37 0.02 -0.08
-0.06 0.07 0.00
0.35 -0.17 0.22
-0.02 0.00 0.01
-0.16 -0.21 -0.12
0.03 0.00 0.03
-0.28 0.24 0.16
-0.05 -0.12 0.05
-0.52 0.12 -1.03
0.30 -0.16 0.60
-0.20 -0.28 0.06
0.01 0.02 -0.05
-0.20 -0.31 0.20
0.43 -0.21 0.06
0.01 0.02 0.01
0.05 -0.06 -0.02
-0.03 -0.02 0.09
-0.03 0.01 0.05
-0.07 0.28 -0.15
0.03 0.03 0.12
-0.06 0.04 -0.21

## Properties
Gap between HOMO and LUMO   0.266 Eh
Lowest unoccupied orbital energy   -0.040 hartree
HOMO level   -8.3 eV
Energy relative to the best compared isomer or geometry (same formula, charge and spin)   0.0 kJ/mol